#a
Density functional theory data (wB97M-V/def2-TZVPD) for 2 unconnected molecules or ions with the total composition C3H5F.

Structure (XYZ):
```
9
Properties=species:S:1:pos:R:3
C -1.334 -1.096 0.068
C -0.995 0.124 -0.021
C 1.576 0.723 -0.059
F -1.703 1.238 -0.238
H -2.282 -1.467 -0.123
H -0.642 -1.844 0.457
H 1.832 0.249 -0.898
H 1.641 1.741 -0.007
H 1.906 0.332 0.821
```

Properties
- HOMO (alpha / beta): -9.32 / -9.19 eV
- Frontier orbital gap (alpha / beta): 9.48 / 9.20 eV

Let us look at the natural (NBO) charges, expressed in e, one per atom: number 1, C, carries -0.63; number 2, C, carries 0.47; number 3, C, carries -0.46; number 4, F, carries -0.33; number 5, H, carries 0.22; number 6, H, carries 0.24; number 7, H, carries 0.16; number 8, H, carries 0.17; number 9, H, carries 0.16

=====

#b
Density functional theory data (wB97M-V/def2-TZVPD) for a single C3H5F molecule.

Structure (XYZ):
```
9
Properties=species:S:1:pos:R:3
F 1.393 0.748 0.576
C 0.067 0.483 0.804
C -0.435 0.392 -0.703
C 0.071 -0.788 0.121
H -0.518 0.685 1.671
H -1.580 0.798 -1.053
H 0.401 0.421 -1.355
H -0.422 -1.863 0.345
H 1.022 -0.877 -0.405
```

Properties
- HOMO: -10.07 eV
- SMILES: FC1CC1
- Frontier orbital gap: 11.34 eV

Let us look at the natural (NBO) charges, expressed in e, one per atom: number 1, F, carries -0.36; number 2, C, carries 0.15; number 3, C, carries -0.45; number 4, C, carries -0.45; number 5, H, carries 0.21; number 6, H, carries 0.23; number 7, H, carries 0.22; number 8, H, carries 0.22; number 9, H, carries 0.23

=====

Result of the stability comparison: #a is the least stable of them.

=====

#a
Density functional theory data (wB97M-V/def2-TZVPD) for a molecular structure, C2H2Cl2.

Structure (XYZ):
```
6
Properties=species:S:1:pos:R:3
C 1.255 -0.114 -0.423
C -1.029 -0.120 0.326
Cl -1.801 1.242 -0.156
Cl -2.047 -1.457 0.170
H 1.977 -0.491 0.370
H 1.645 0.940 -0.288
```

Properties
- HOMO (alpha / beta): -8.74 / -8.98 eV
- Frontier orbital gap (alpha / beta): 7.34 / 7.65 eV

Let us look at the natural (NBO) charges, expressed in e, one per atom: number 1, C, carries -0.29; number 2, C, carries -0.13; number 3, Cl, carries 0.13; number 4, Cl, carries 0.09; number 5, H, carries 0.11; number 6, H, carries 0.10

=====

#b
Density functional theory data (wB97M-V/def2-TZVPD) for a single C2H2Cl2 molecule.

Structure (XYZ):
```
6
Properties=species:S:1:pos:R:3
Cl -1.357 -0.040 -1.637
C -0.620 -0.015 -0.098
C 0.681 -0.136 0.094
Cl 1.289 0.317 1.664
H -1.401 0.062 0.574
H 1.409 -0.189 -0.597
```

Properties
- HOMO: -9.56 eV
- SMILES: Cl/C=C/Cl
- Frontier orbital gap: 10.46 eV

Let us look at the natural (NBO) charges, expressed in e, one per atom: number 1, Cl, carries 0.01; number 2, C, carries -0.22; number 3, C, carries -0.21; number 4, Cl, carries -0.01; number 5, H, carries 0.22; number 6, H, carries 0.21

=====

Result of the stability comparison: #a is the least stable of them.

=====

#a
Density functional theory data (wB97M-V/def2-TZVPD) for a single C5H4N2O molecule.

Structure (XYZ):
```
12
Properties=species:S:1:pos:R:3
C 0.108 -1.398 -1.495
C -1.016 -0.798 -1.121
C -0.775 0.016 0.010
C -1.178 1.032 0.795
N -0.026 1.555 1.436
C 0.986 0.841 1.071
N 0.579 -0.070 0.118
O 1.175 -0.978 -0.640
H 0.343 -2.139 -2.288
H -2.094 -0.997 -1.453
H -2.166 1.552 0.858
H 1.902 0.859 1.564
```

Properties
- HOMO: -8.30 eV
- SMILES: c1cc2cncn2o1
- Frontier orbital gap: 9.18 eV

Let us look at the natural (NBO) charges, expressed in e, one per atom: number 1, C, carries 0.09; number 2, C, carries -0.29; number 3, C, carries 0.03; number 4, C, carries -0.12; number 5, N, carries -0.42; number 6, C, carries 0.12; number 7, N, carries -0.04; number 8, O, carries -0.27; number 9, H, carries 0.23; number 10, H, carries 0.25; number 11, H, carries 0.22; number 12, H, carries 0.21

=====

#b
Density functional theory data (wB97M-V/def2-TZVPD) for a single C5H4N2O molecule.

Structure (XYZ):
```
12
Properties=species:S:1:pos:R:3
C -1.427 2.074 -0.070
C -0.619 1.257 0.222
C 0.347 0.249 0.421
C 1.088 0.884 1.563
O 0.195 1.590 2.190
N 1.077 -0.708 -0.220
N 0.589 -1.145 -1.483
C -0.272 -2.142 -1.392
H -2.119 2.674 -0.298
H 2.210 0.721 1.946
H -0.551 -2.733 -0.472
H -0.519 -2.722 -2.407
```

Properties
- HOMO: -9.68 eV
- SMILES: C#C/C(C=O)=N\N=C
- Frontier orbital gap: 8.77 eV

Let us look at the natural (NBO) charges, expressed in e, one per atom: number 1, C, carries -0.10; number 2, C, carries -0.07; number 3, C, carries 0.06; number 4, C, carries 0.36; number 5, O, carries -0.50; number 6, N, carries -0.17; number 7, N, carries -0.23; number 8, C, carries -0.11; number 9, H, carries 0.19; number 10, H, carries 0.19; number 11, H, carries 0.19; number 12, H, carries 0.20

=====

#c
Density functional theory data (wB97M-V/def2-TZVPD) for a single C5H4N2O molecule.

Structure (XYZ):
```
12
Properties=species:S:1:pos:R:3
C -0.610 1.342 -1.427
C -1.429 0.468 -0.593
C -0.601 -0.297 0.222
O -0.535 -1.235 1.107
N 0.751 -1.330 1.291
C 1.545 -0.444 0.651
C 0.790 0.097 -0.392
N 0.695 1.051 -1.373
H -1.308 2.071 -2.098
H -2.596 0.324 -0.726
H 0.736 -1.597 2.176
H 2.560 -0.452 1.161
```

Properties
- HOMO: -8.32 eV
- SMILES: c1cc2o[nH]cc-2n1
- Frontier orbital gap: 8.83 eV

Let us look at the natural (NBO) charges, expressed in e, one per atom: number 1, C, carries 0.05; number 2, C, carries -0.42; number 3, C, carries 0.25; number 4, O, carries -0.25; number 5, N, carries -0.24; number 6, C, carries -0.01; number 7, C, carries 0.04; number 8, N, carries -0.48; number 9, H, carries 0.21; number 10, H, carries 0.22; number 11, H, carries 0.38; number 12, H, carries 0.24

=====

Result of the stability comparison: #b is the least stable of them.